A molecular structure, C51H37BrF4MnNO2P at a distorted geometry. Source: the OMol25 dataset; level of theory: the ωB97M-V functional and the def2-TZVPD basis.

```
98
Properties=species:S:1:pos:R:3:mulliken_spin:R:1
Mn -0.00286 0.00796 0.28231 3.879
O -0.70716 -0.33164 1.89468 -0.162
C -0.22429 -1.00530 3.00397 0.002
C 0.19578 -2.44890 2.57299 -0.001
C 1.35132 -2.45838 1.62199 0.028
C 2.51067 -3.15454 1.94929 -0.006
C 3.53558 -3.25190 1.02606 0.005
C 3.33684 -2.71033 -0.23050 -0.009
C 2.14697 -2.04793 -0.51405 -0.005
C 1.87089 -1.58823 -1.90983 0.011
C 1.78747 -0.03138 -1.98303 0.016
O 0.63625 0.35404 -1.33490 0.130
C 1.79626 0.47348 -3.42725 0.016
C 2.07724 1.82073 -3.63155 -0.003
C 2.16231 2.33588 -4.91086 0.001
C 1.96639 1.50947 -6.00447 -0.002
C 1.65381 0.17574 -5.80768 0.001
C 1.55854 -0.34037 -4.52546 -0.002
C 3.04654 0.49961 -1.28143 0.029
C 2.97459 1.04358 -0.00877 0.013
C 4.10761 1.50431 0.63843 0.017
C 5.33852 1.42457 0.01076 0.002
C 5.42641 0.86129 -1.25203 0.000
C 4.29158 0.39940 -1.89505 -0.001
N 1.20089 -1.86556 0.42360 0.055
C -1.35540 -1.15935 4.02593 -0.009
C -2.58114 -1.62503 3.55935 0.000
C -3.65180 -1.78086 4.41961 0.001
C -3.50970 -1.47279 5.76113 -0.001
C -2.29863 -0.99784 6.23187 0.000
C -1.22616 -0.83564 5.36956 0.000
C 0.99142 -0.28067 3.58228 -0.029
C 1.82022 -0.89453 4.51581 0.005
C 2.90031 -0.21435 5.04815 0.002
C 3.15468 1.09746 4.68341 0.000
C 2.34381 1.71145 3.74774 0.005
C 1.28725 1.01692 3.18581 0.050
H -0.67034 -2.89828 2.07853 -0.010
H 0.43133 -3.04539 3.45413 -0.003
H 2.59331 -3.62012 2.91830 0.000
H 4.44706 -3.77994 1.26393 0.000
H 4.08090 -2.80821 -1.00307 -0.001
H 0.90017 -1.98006 -2.23400 -0.010
H 2.65555 -1.94910 -2.57150 -0.002
H 2.24668 2.46113 -2.77989 -0.001
H 2.39163 3.38064 -5.05198 0.000
H 2.05860 1.89973 -7.00575 0.000
H 1.48768 -0.47570 -6.65286 0.000
H 1.30765 -1.38216 -4.40335 0.000
H 1.99063 1.13158 0.48917 -0.027
H 4.02325 1.92120 1.62999 0.003
H 6.22178 1.79827 0.50690 0.000
H 6.38749 0.78422 -1.73638 0.000
H 4.37181 -0.02843 -2.88255 0.000
H -2.69667 -1.85574 2.50914 0.000
H -4.59988 -2.13110 4.03927 0.000
H -4.34224 -1.59547 6.43428 0.000
H -2.18768 -0.73827 7.27349 0.000
H -0.29052 -0.45739 5.75176 0.000
H 1.62561 -1.90737 4.83039 0.000
H 3.54545 -0.71841 5.75091 0.000
H 3.98072 1.63536 5.11830 0.000
H 2.51313 2.73896 3.46318 0.000
H 0.67413 1.50997 2.43565 0.018
F -4.12868 6.73703 -1.91898 0.000
C -3.60752 5.66873 -1.33006 0.000
C -3.91878 5.36514 -0.00839 -0.001
F -4.74820 6.13801 0.68785 0.000
C -3.35487 4.24313 0.59202 -0.006
F -3.68824 4.01911 1.86593 0.000
C -2.48469 3.38303 -0.07512 -0.008
P -1.74900 1.88258 0.76852 0.008
C -1.46661 2.64027 2.40070 -0.012
C -1.85599 2.02739 3.58343 0.018
C -1.56238 2.61960 4.79835 0.002
C -0.86767 3.81535 4.84318 -0.005
C -0.45314 4.41714 3.66442 0.004
C -0.74147 3.83145 2.44733 0.004
C -3.25414 0.85635 0.93162 -0.026
C -4.30569 1.12701 1.80309 -0.003
C -5.38867 0.26649 1.86741 0.001
C -5.44201 -0.85434 1.05608 0.000
C -4.39841 -1.12996 0.18412 0.006
C -3.30606 -0.28316 0.12850 0.008
C -2.18761 3.70956 -1.39877 0.004
Br -1.01086 2.63705 -2.40761 0.000
C -2.73370 4.83149 -2.01734 -0.001
F -2.41526 5.11618 -3.27734 0.000
H -2.37713 1.08540 3.55098 -0.008
H -1.88021 2.14091 5.71204 0.000
H -0.65150 4.27616 5.79467 0.000
H 0.09404 5.34589 3.69616 0.000
H -0.40628 4.29698 1.52817 0.000
H -4.28464 1.98451 2.45412 0.000
H -6.19103 0.47262 2.56090 0.000
H -6.28789 -1.52392 1.11687 0.000
H -4.44068 -2.01027 -0.44111 0.001
H -2.45571 -0.50903 -0.53346 0.011
```

Summary:
Multiplicity = 5
Electronic energy = -180589.7648 eV
LUMO level (spin up / spin down) = -4.54 / -3.35 eV
E_HOMO (spin up / spin down) = -11.25 / -11.25 eV
Total charge = +1
Molecular weight = 937.67 u
Kohn-Sham gap (spin up / spin down) = 6.704 / 7.900 eV

=====

A molecular structure, C51H37Cl2LaN4O3P at a distorted geometry. Source: the OMol25 dataset; level of theory: the ωB97M-V functional and the def2-TZVPD basis.

```
99
Properties=species:S:1:pos:R:3:lowdin_charge:R:1
La -0.13152 -0.59707 -0.21359 1.998
Cl -1.40711 -6.86256 4.56293 0.635
C -1.27387 -5.25469 3.85263 -0.638
C -1.90773 -4.09012 4.36017 -0.052
C -1.75662 -2.87205 3.67657 -0.026
C -1.01962 -2.76697 2.48118 -0.351
O -1.16832 -1.68736 1.79096 -0.281
C -0.23090 -3.96190 2.07943 -0.138
C 0.63854 -3.91051 0.97192 -0.034
N 1.09183 -2.78695 0.39838 -0.037
C 2.20866 -2.65354 -0.36813 -0.283
C 2.60366 -3.65083 -1.27688 0.013
C 3.47242 -3.33930 -2.34868 -0.048
C 4.20453 -2.15678 -2.40794 -0.024
C 4.01557 -1.20463 -1.39241 -0.142
C 4.64997 0.09389 -1.37380 0.027
C 4.21976 1.11672 -0.54416 -0.022
C 3.03349 0.89782 0.21721 -0.099
N 2.33743 -0.25331 0.15019 -0.068
C 2.91223 -1.41517 -0.49374 -0.135
C -0.35227 -5.15176 2.80943 -0.076
H -2.41524 -4.20101 5.32333 0.115
H -2.38622 -2.03143 3.96158 0.119
H 1.02294 -4.92630 0.74549 0.137
H 2.22707 -4.66807 -1.12888 0.117
H 3.70554 -4.12149 -3.08352 0.117
H 4.96890 -2.03823 -3.16649 0.119
H 5.50251 0.21784 -2.01046 0.116
H 4.80062 1.98580 -0.31120 0.104
H 2.66705 1.62644 0.96689 0.097
H 0.29121 -5.98649 2.54779 0.112
C -3.50599 -2.53330 0.03106 -0.062
O -2.24843 -2.32707 -0.58748 -0.246
C -1.83247 -3.15750 -1.61902 -0.254
C -1.99855 -4.51276 -1.59015 -0.024
C -1.58927 -5.30315 -2.67529 -0.092
C -1.05954 -4.73680 -3.80477 -0.094
C -0.92504 -3.36316 -3.88257 -0.003
C -1.11382 -2.57879 -2.69582 -0.178
N -0.43089 -1.36785 -2.45111 -0.153
N 0.12734 -0.95229 -3.58574 0.094
C 0.43523 0.29464 -3.89579 -0.134
C 0.13513 1.37836 -2.97410 -0.300
O 0.24863 1.24244 -1.67617 -0.264
C -0.45073 2.52367 -3.59154 0.011
C -0.28218 2.80142 -4.93964 0.019
C 0.30438 1.84403 -5.83253 -0.157
C 0.43373 2.11408 -7.24384 -0.018
C 0.92130 1.12610 -8.09246 -0.058
C 1.32380 -0.12204 -7.51443 -0.048
C 1.09773 -0.39951 -6.19556 -0.060
C 0.69852 0.56105 -5.34761 -0.107
H -4.30223 -2.58445 -0.73165 0.112
H -3.71757 -1.61383 0.59787 0.078
H -3.56855 -3.40119 0.70778 0.104
H -2.51037 -5.12383 -0.82057 0.134
H -1.81402 -6.38328 -2.72686 0.117
H -0.74977 -5.34641 -4.65302 0.113
H -0.74073 -2.90994 -4.79953 0.078
H -0.97705 3.29744 -2.99683 0.128
H -0.68052 3.67666 -5.41262 0.114
H 0.06811 3.10829 -7.61391 0.127
H 1.16575 1.35387 -9.14779 0.115
H 1.69603 -0.86248 -8.18594 0.099
H 1.16536 -1.42008 -5.84256 0.114
Cl -2.79224 1.28562 0.12229 0.649
C -3.00381 2.47482 1.43903 -0.570
C -4.32381 2.87244 1.62372 -0.117
C -4.68998 3.89208 2.51991 -0.060
C -3.66260 4.45580 3.21956 -0.078
C -2.31648 4.08392 3.05211 -0.076
C -1.93036 3.06630 2.16210 -0.368
P -0.22106 2.43113 2.06392 1.079
C 0.81544 3.92890 2.24105 -0.382
C 0.42764 5.15479 1.65839 -0.095
C 1.28933 6.22819 1.68440 -0.084
C 2.52821 6.15689 2.30867 -0.075
C 2.92972 4.92789 2.75287 -0.104
C 2.13725 3.80460 2.75095 -0.111
C -0.21747 1.89080 3.83583 -0.369
C -0.08380 2.74225 4.91042 -0.092
C -0.04750 2.20821 6.20559 -0.069
C -0.38294 0.90102 6.44970 -0.098
C -0.58571 0.07724 5.38560 -0.088
C -0.39807 0.53792 4.08428 -0.086
H -5.05081 2.38990 1.02482 0.086
H -5.80896 4.06862 2.71112 0.146
H -3.82020 5.18464 4.00983 0.113
H -1.61745 4.64345 3.65550 0.105
H -0.57665 5.27394 1.22032 0.113
H 1.06260 7.09026 1.05400 0.114
H 3.14136 7.05033 2.48932 0.120
H 3.94188 4.75364 3.08979 0.109
H 2.49764 2.84802 3.12018 0.110
H 0.21490 3.73446 4.77473 0.084
H 0.21218 2.87675 7.01082 0.106
H -0.31303 0.48101 7.51915 0.142
H -0.70155 -1.00742 5.58387 0.109
H -0.50150 -0.18078 3.28015 0.062
```

Summary:
Electronic energy = -100778.8129 eV
LUMO level = -3.50 eV
E_HOMO = -9.74 eV
Total charge = +1
Molecular weight = 994.67 u
Kohn-Sham gap = 6.240 eV